Entry P
{
  "formula": "C5H11N2O",
  "method": "ωB97M-V/def2-TZVPD",
  "molar_mass_g_mol": 115.16,
  "charge": -1,
  "e_homo_ev": -2.495,
  "smiles": "[H]/N=C\\NCCCC[O-]",
  "species": ["O", "N", "N", "C", "C", "C", "C", "C", "H", "H", "H", "H", "H", "H", "H", "H", "H", "H", "H"],
  "xyz": [[-2.49331, -2.60905, 0.04300], [1.40560, 0.63223, -0.17226], [3.69531, 0.04271, -0.20890], [-1.43814, -0.46195, -0.73865], [-1.89888, -1.48398, 0.37776], [2.58889, 0.25698, 0.40375], [0.20600, 0.91026, 0.59840], [-1.02068, 0.94807, -0.31047], [1.34421, 0.30766, -1.12351], [2.46758, -0.00353, 1.46033], [-0.57478, -0.92748, -1.23351], [0.42144, 1.81947, 1.17103], [-1.75778, 1.48724, 0.29273], [-0.81415, 1.56395, -1.19796], [-0.00955, 0.10641, 1.33032], [-2.24257, -0.38510, -1.48377], [3.57103, 0.25839, -1.19942], [-2.54845, -0.82674, 1.12229], [-0.90175, -1.63556, 0.86884]]
}

---

Entry Q
{
  "formula": "C5H11N2O",
  "method": "ωB97M-V/def2-TZVPD",
  "molar_mass_g_mol": 115.16,
  "charge": -1,
  "e_homo_ev": -2.335,
  "species": ["O", "N", "N", "C", "C", "C", "C", "C", "H", "H", "H", "H", "H", "H", "H", "H", "H", "H", "H"],
  "xyz": [[1.75449, -0.33454, -2.94767], [-1.16243, -0.50244, 0.85692], [-0.50284, -0.95279, 3.15323], [-0.14263, 0.57946, 0.86663], [-1.26932, -1.05839, 2.11792], [-0.05850, 0.69234, -1.69358], [1.26272, -0.13370, -1.71541], [-0.29460, 1.44633, -0.36907], [0.21450, 1.45983, -2.42580], [-2.18158, -1.67468, 2.14589], [-0.19779, 1.10340, 1.82679], [-0.55393, -1.39063, 0.98657], [-1.28263, 1.92096, -0.34950], [0.87860, 0.19230, 0.79940], [1.94088, 0.56247, -1.13798], [0.46322, 2.23302, -0.30103], [-0.97900, 0.23006, -2.05990], [1.15951, -1.07849, -1.11466], [0.44064, -1.22725, 2.87844]]
}

---

The structure with the most favorable energy is entry P; the runner-up is 65.3 kcal/mol above it.

---

Entry P
{
  "formula": "C3H5N3OS",
  "method": "ωB97M-V/def2-TZVPD",
  "molar_mass_g_mol": 131.16,
  "e_homo_ev": -8.185,
  "species": ["S", "O", "N", "N", "N", "C", "C", "C", "H", "H", "H", "H", "H"],
  "xyz": [[-1.17827, -1.56911, -1.25346], [1.79783, 0.24036, -1.68214], [1.78038, 0.46784, -0.35362], [-1.08212, 0.39789, 1.80066], [0.33919, 0.47252, 1.51346], [-1.70389, 0.22024, 0.72913], [-0.81563, 0.05254, -0.41824], [0.54882, 0.43140, 0.16151], [-2.76064, 0.22197, 0.75851], [-0.93098, 0.84313, -1.21693], [0.29156, -2.47512, -0.37754], [0.97742, 0.81139, 2.15705], [2.73634, -0.11504, -1.81840]]
}

---

Entry Q
{
  "formula": "C3H5N3OS",
  "method": "ωB97M-V/def2-TZVPD",
  "molar_mass_g_mol": 131.16,
  "e_homo_ev": -7.782,
  "smiles": "Nc1nc(O)[nH]c1S",
  "species": ["S", "O", "N", "N", "N", "C", "C", "C", "H", "H", "H", "H", "H"],
  "xyz": [[-1.70600, -0.44721, -1.83383], [2.77883, 0.66984, 0.36187], [0.82551, 0.29540, -0.93719], [0.73188, 0.04589, 1.26844], [-1.55645, -0.57147, 1.55301], [1.47495, 0.35611, 0.23994], [-0.49877, -0.25787, 0.72860], [-0.48340, -0.13783, -0.63863], [-2.29806, -1.15120, 1.09714], [-2.29499, 0.75711, -1.91192], [1.18941, 0.29581, -1.87480], [3.08225, 1.07611, -0.46082], [-1.24517, -0.93069, 2.40821]]
}

---

The structure with the most favorable energy is entry Q; the runner-up is 129.1 kcal/mol above it.